1.
Density functional theory data (wB97M-V/def2-TZVPD) for a single C4H9NO2 molecule.

Element x y z (Å)
C1 -2.10 -0.61 -0.15
C2 -0.65 -0.37 -0.53
O1 -0.57 0.92 -1.12
C3 0.29 -0.44 0.67
N1 1.66 -0.19 0.21
C4 2.00 1.20 0.20
O2 2.37 1.77 -0.79
H1 -2.22 -1.62 0.27
H2 -2.74 -0.53 -1.04
H3 -2.44 0.12 0.59
H4 -0.33 -1.14 -1.25
H5 0.29 0.98 -1.57
H6 -0.04 0.29 1.43
H7 0.25 -1.43 1.13
H8 2.33 -0.68 0.81
H9 1.90 1.72 1.17

The HOMO-LUMO gap comes out at 10.77 eV. The LUMO energy is 0.844 eV. The value obtained for the energy above the lowest of the compared OMol25 structures with the same formula, charge and spin is 37.3 kcal/mol. The SMILES is C[C@@H](O)CNC=O.

What are the Mulliken partial charges on each atom? They are as follows, in elementary charge units:
1 C -1.36
2 C 0.45
3 O -0.56
4 C -0.65
5 N -0.36
6 C 0.02
7 O -0.45
8 H 0.37
9 H 0.33
10 H 0.36
11 H 0.21
12 H 0.32
13 H 0.27
14 H 0.43
15 H 0.28
16 H 0.35


2.
Density functional theory data (wB97M-V/def2-TZVPD) for 2 unconnected molecules or ions with the total composition C4H9NO2.

Element x y z (Å)
C1 1.84 1.17 1.22
C2 1.00 0.24 0.34
C3 0.54 -0.98 1.11
O1 -0.59 -1.41 1.15
H1 1.22 1.65 1.99
H2 2.30 1.96 0.62
H3 2.64 0.62 1.73
H4 0.13 0.74 -0.08
H5 1.61 -0.13 -0.49
H6 1.34 -1.50 1.68
N1 -2.33 -0.23 -0.94
C4 -1.69 -0.51 -2.11
O2 -2.04 -0.13 -3.21
H7 -3.20 0.26 -0.98
H8 -1.99 -0.63 -0.08
H9 -0.78 -1.12 -1.94

The HOMO-LUMO gap comes out at 10.39 eV. The LUMO energy is 0.634 eV. The value obtained for the energy above the lowest of the compared OMol25 structures with the same formula, charge and spin is 23.5 kcal/mol. The SMILES is CCC=O.NC=O.

What are the Mulliken partial charges on each atom? They are as follows, in elementary charge units:
1 C -1.29
2 C -0.14
3 C 0.06
4 O -0.53
5 H 0.35
6 H 0.33
7 H 0.34
8 H 0.21
9 H 0.30
10 H 0.33
11 N -0.27
12 C 0.14
13 O -0.58
14 H 0.18
15 H 0.32
16 H 0.26


3.
Density functional theory data (wB97M-V/def2-TZVPD) for a single C4H9NO2 molecule at a distorted geometry.

Element x y z (Å)
C1 0.27 0.54 2.37
C2 -0.14 1.34 1.13
O1 0.60 2.20 0.68
N1 -0.79 0.47 0.25
C3 -0.33 -0.72 -0.33
C4 0.28 -0.42 -1.76
O2 0.21 -1.78 -2.44
H1 0.26 1.22 3.16
H2 1.31 0.20 2.35
H3 -0.42 -0.18 2.73
H4 -1.30 1.01 -0.44
H5 -1.13 -1.45 -0.52
H6 0.20 -1.30 0.37
H7 -0.42 0.25 -2.30
H8 1.17 0.08 -1.83
H9 0.25 -1.46 -3.43

The HOMO-LUMO gap comes out at 9.80 eV. The LUMO energy is 0.637 eV. The value obtained for the energy above the lowest of the compared OMol25 structures with the same formula, charge and spin is 75.1 kcal/mol. The SMILES is CC(=O)NCCO.

What are the Mulliken partial charges on each atom? They are as follows, in elementary charge units:
1 C -1.24
2 C 0.64
3 O -0.56
4 N -0.27
5 C -0.61
6 C -0.45
7 O -0.54
8 H 0.41
9 H 0.31
10 H 0.40
11 H 0.25
12 H 0.27
13 H 0.39
14 H 0.29
15 H 0.38
16 H 0.31


4.
Density functional theory data (wB97M-V/def2-TZVPD) for 2 unconnected molecules or ions with the total composition C4H9NO2.

Element x y z (Å)
H1 0.93 0.06 1.31
N1 1.48 0.45 0.55
C1 0.76 0.61 -0.48
C2 -0.72 0.43 -0.53
O1 -1.15 -0.19 0.65
C3 -2.43 0.22 1.04
H2 1.24 0.94 -1.41
H3 -1.13 1.45 -0.63
H4 -1.05 -0.14 -1.42
H5 -2.44 1.30 1.27
H6 -3.17 0.02 0.25
H7 -2.70 -0.34 1.93
C4 2.60 -1.19 -0.63
O2 3.64 -0.68 -0.95
H8 1.71 -1.23 -1.30
H9 2.42 -1.72 0.33

The HOMO-LUMO gap comes out at 10.22 eV. The LUMO energy is 0.738 eV. The value obtained for the energy above the lowest of the compared OMol25 structures with the same formula, charge and spin is 82.6 kcal/mol. The SMILES is [H]/N=C\COC.C=O.

What are the Mulliken partial charges on each atom? They are as follows, in elementary charge units:
1 H 0.26
2 N -0.73
3 C -0.23
4 C -0.25
5 O -0.35
6 C -0.74
7 H 0.53
8 H 0.35
9 H 0.32
10 H 0.32
11 H 0.30
12 H 0.24
13 C 0.00
14 O -0.46
15 H 0.21
16 H 0.23


5.
Density functional theory data (wB97M-V/def2-TZVPD) for a molecular structure, C4H9NO2 at a distorted geometry.

Element x y z (Å)
C1 -0.62 -0.71 -0.73
N1 0.19 -0.54 0.39
C2 -2.35 0.05 -0.49
C3 -2.58 0.74 0.61
H1 -0.08 -1.08 1.20
H2 0.47 0.40 0.63
H3 -1.63 -1.30 -0.61
H4 -0.30 -0.10 -1.58
H5 -2.96 0.14 -1.39
H6 -1.87 0.75 1.43
H7 -3.44 1.39 0.72
C4 3.32 0.36 -0.01
O1 2.91 -0.88 -0.26
O2 2.63 1.26 0.39
H8 1.93 -0.94 -0.07
H9 4.39 0.46 -0.23

The HOMO-LUMO gap comes out at 9.24 eV. The LUMO energy is 0.900 eV. The value obtained for the energy above the lowest of the compared OMol25 structures with the same formula, charge and spin is 104.5 kcal/mol.

What are the Mulliken partial charges on each atom? They are as follows, in elementary charge units:
1 C -0.60
2 N -0.55
3 C -0.32
4 C -0.60
5 H 0.20
6 H 0.35
7 H 0.35
8 H 0.35
9 H 0.36
10 H 0.19
11 H 0.25
12 C 0.17
13 O -0.46
14 O -0.52
15 H 0.49
16 H 0.35


6.
Density functional theory data (wB97M-V/def2-TZVPD) for 3 unconnected molecules or ions with the total composition C4H9NO2 at a distorted geometry.

Element x y z (Å)
C1 2.49 0.43 -0.14
C2 1.66 1.41 0.46
C3 0.36 1.03 0.16
N1 0.38 -0.08 -0.60
C4 1.72 -0.55 -0.69
H1 3.57 0.43 -0.09
H2 2.00 2.37 0.81
H3 -0.46 1.39 0.76
H4 -0.36 -0.62 -1.00
H5 1.90 -1.14 -1.58
O1 -2.01 -0.96 2.20
H6 -1.18 -0.61 2.50
H7 -1.77 -1.75 1.72
O2 -2.75 -0.66 -1.56
H8 -2.61 -0.32 -0.69
H9 -2.72 0.16 -2.07

The HOMO-LUMO gap comes out at 9.13 eV. The LUMO energy is 0.617 eV. The value obtained for the energy above the lowest of the compared OMol25 structures with the same formula, charge and spin is 43.1 kcal/mol. The SMILES is c1cc[nH]c1.O.O.

What are the Mulliken partial charges on each atom? They are as follows, in elementary charge units:
1 C -0.16
2 C -0.63
3 C -0.36
4 N 0.09
5 C -0.60
6 H 0.38
7 H 0.40
8 H 0.42
9 H 0.21
10 H 0.29
11 O -0.64
12 H 0.32
13 H 0.32
14 O -0.67
15 H 0.31
16 H 0.34